Computed, not measured: a molecular structure, C19H48F9O17S11Zn at a distorted geometry, with ωB97M-V with the def2-TZVPD basis set.

Total charge = -1
E_HOMO = -6.4 eV
Energy = -9089.9632 a.u.
LUMO energy = 0.92 eV
Energy above the lowest of the compared OMol25 structures with the same formula, charge and spin = 0.0 kcal/mol
Strongest force on any atom = 2.26 eV/A

Atoms and positions in Å:
Zn 1.24125 -1.86960 -2.60276
C 0.55127 -5.31973 -0.37973
F -0.64426 -5.61652 0.00697
F 0.94177 -4.19192 0.25917
F 1.42837 -6.25020 0.03622
S 0.73837 -5.09981 -2.21732
O -0.22272 -5.95791 -2.84032
O 0.44692 -3.67835 -2.42162
O 2.11534 -5.47345 -2.42077
C -1.31632 -0.65695 0.90296
F -2.49509 -0.09477 0.79445
F -0.88914 -0.67083 2.15642
F -1.43445 -1.94246 0.50734
S -0.04664 0.16027 -0.21064
O 1.06451 0.58732 0.60771
O 0.30163 -0.91249 -1.12689
O -0.74459 1.25069 -0.86150
C -5.41522 1.76538 -0.67926
F -6.03256 0.74653 -1.27493
F -4.11651 1.48078 -0.60669
F -5.51167 2.78741 -1.54222
S -6.17179 2.19186 0.95851
O -7.28007 3.00383 0.53638
O -6.52135 0.93915 1.58110
O -5.08505 2.90030 1.61703
C 1.79316 3.53008 -0.61929
S 3.14550 3.51413 0.57996
O 4.29121 4.18994 -0.07062
C 2.42016 4.79758 1.61109
H 1.98936 2.75998 -1.36009
H 1.71591 4.52589 -1.05256
H 0.88665 3.31811 -0.05055
H 1.99644 5.56692 0.96020
H 3.16391 5.35719 2.17462
H 1.65373 4.36653 2.25821
C -2.96617 3.95234 3.54638
S -1.30095 4.02164 2.92519
O -0.34813 4.03960 4.06956
C -1.32945 2.37199 2.22646
H -3.07459 4.42295 4.52294
H -3.40997 2.96038 3.58058
H -3.57145 4.55166 2.86431
H -1.67395 1.66727 2.98623
H -0.39412 1.98989 1.82736
H -2.10520 2.37137 1.45564
C 3.18628 1.56514 -4.96522
S 3.28726 0.63799 -3.42492
O 1.97329 -0.09618 -3.27480
C 4.47561 -0.59210 -3.99121
H 2.39810 1.05826 -5.53861
H 4.09721 1.49005 -5.54583
H 2.76181 2.54056 -4.73951
H 5.49920 -0.25832 -3.84900
H 4.30197 -0.76828 -5.05804
H 4.25908 -1.55556 -3.53516
C 4.66322 -4.31551 -1.20041
S 4.06365 -2.66870 -0.83356
O 2.67850 -2.49949 -1.37908
C 3.84134 -2.90062 0.91989
H 5.70041 -4.34355 -0.86810
H 4.67653 -4.48357 -2.27823
H 3.98767 -5.05716 -0.78080
H 3.45516 -3.89765 1.12790
H 3.15087 -2.14879 1.29625
H 4.80834 -2.80805 1.41559
C -2.72583 -0.76812 -2.99148
S -1.38514 -0.40073 -4.08851
O -0.31315 -1.38655 -3.78651
C -2.14364 -0.73259 -5.67120
H -2.42921 -0.58070 -1.96661
H -2.99185 -1.83052 -3.04618
H -3.59555 -0.22658 -3.36399
H -2.52219 -1.75759 -5.69112
H -1.44892 -0.52141 -6.47491
H -3.01857 -0.08212 -5.71352
C 0.51136 -0.55005 7.00004
S 1.08285 1.03199 6.39648
O 2.56094 0.86776 6.57712
C 0.73694 0.71374 4.68156
H 0.84707 -1.40320 6.40380
H -0.58373 -0.56080 7.01024
H 0.90175 -0.76691 7.99188
H 1.20314 -0.22729 4.39239
H 0.90000 1.50462 3.95393
H -0.35124 0.57814 4.60383
C -2.12392 -3.45171 3.78755
S -0.38813 -3.91413 3.84355
O 0.09889 -3.68026 5.23865
C -0.65279 -5.70191 3.79515
H -2.64616 -4.02310 4.55358
H -2.55751 -3.69611 2.81432
H -2.24644 -2.37846 3.91266
H -1.32659 -6.05653 4.57149
H 0.34001 -6.08684 4.02405
H -0.98077 -5.93726 2.78281
C -1.61749 3.85291 -2.33051
S -1.27374 4.65502 -3.89759
O -0.54112 5.92883 -3.72970
C -0.04022 3.48698 -4.47390
H -1.27991 2.81956 -2.38371
H -2.67300 3.93299 -2.08843
H -1.02951 4.32699 -1.54142
H 0.38398 3.86193 -5.40406
H -0.45924 2.50558 -4.70267
H 0.72908 3.40200 -3.70145